No. 1
{"formula": "C33H26N5O5PRhS", "method": "ωB97M-V with the def2-TZVPD basis set", "total_charge": -1, "spin_multiplicity": 5, "species": ["Rh", "O", "C", "C", "C", "C", "C", "C", "C", "P", "C", "C", "C", "C", "C", "C", "C", "C", "C", "C", "C", "C", "H", "H", "H", "H", "H", "H", "H", "H", "H", "H", "H", "H", "H", "H", "O", "S", "O", "O", "C", "N", "C", "C", "C", "N", "C", "C", "C", "N", "C", "C", "H", "H", "H", "H", "H", "H", "N", "C", "C", "C", "N", "C", "C", "H", "H", "H", "H", "H", "H", "O"], "positions_angstrom": [[-0.2980, -0.6596, 0.2052], [1.5162, 0.2553, -0.1242], [2.7219, -0.0409, -0.0828], [3.4000, -1.2476, 0.0596], [4.8203, -1.2972, 0.0879], [5.4884, -2.4763, 0.2413], [4.7920, -3.6958, 0.3860], [3.4108, -3.6817, 0.3649], [2.6871, -2.4988, 0.1946], [0.9153, -2.5847, 0.1279], [0.4127, -3.7196, 1.4648], [0.3360, -5.0992, 1.2949], [-0.0073, -5.9172, 2.3618], [-0.2779, -5.3643, 3.6046], [-0.2097, -3.9896, 3.7793], [0.1283, -3.1712, 2.7130], [0.5189, -3.5094, -1.3979], [1.4699, -3.7463, -2.3825], [1.1106, -4.4039, -3.5534], [-0.1943, -4.8261, -3.7430], [-1.1511, -4.5847, -2.7634], [-0.8007, -3.9241, -1.5985], [5.3566, -0.3620, -0.0138], [6.5719, -2.4758, 0.2592], [5.3271, -4.6264, 0.5149], [2.8859, -4.6234, 0.4808], [0.5310, -5.5368, 0.3232], [-0.0691, -6.9885, 2.2179], [-0.5521, -6.0043, 4.4337], [-0.4343, -3.5509, 4.7430], [0.1574, -2.0955, 2.8369], [2.4895, -3.4147, -2.2333], [1.8565, -4.5816, -4.3177], [-0.4716, -5.3370, -4.6565], [-2.1754, -4.9016, -2.9127], [-1.5500, -3.7094, -0.8464], [-6.7740, 4.5488, -3.3481], [-7.1260, 5.6569, -2.4843], [-8.5475, 5.8715, -2.3077], [-6.3393, 6.8643, -2.6827], [-6.5528, 5.1383, -0.8304], [-7.0626, 5.7840, 0.2216], [-6.6010, 5.4351, 1.4111], [-5.6262, 4.4653, 1.5884], [-5.1498, 3.8693, 0.4308], [-5.6164, 4.1972, -0.7685], [-4.0832, 2.8343, 0.4449], [-3.1356, 2.7608, 1.4600], [-2.1194, 1.8297, 1.3676], [-2.0209, 0.9733, 0.3538], [-2.9564, 1.0045, -0.5952], [-3.9880, 1.9262, -0.6018], [-7.0269, 5.9508, 2.2672], [-5.2789, 4.1881, 2.5736], [-3.1468, 3.4542, 2.2899], [-1.3332, 1.7909, 2.1093], [-2.8576, 0.2715, -1.3857], [-4.6987, 1.9720, -1.4158], [1.1923, 6.6534, -1.3027], [0.8146, 5.3808, -0.9161], [-0.2959, 4.7439, -1.4886], [-0.6018, 3.4649, -1.0744], [0.0950, 2.7731, -0.1732], [1.1576, 3.3744, 0.3605], [1.5434, 4.6660, 0.0261], [0.4827, 7.2126, -1.7465], [1.7491, 7.1671, -0.6404], [-0.9211, 5.2320, -2.2254], [-1.4740, 2.9793, -1.4991], [1.7262, 2.7947, 1.0794], [2.4105, 5.1163, 0.4966], [-1.7460, -1.6364, 0.3944]]}

=====

No. 2
{"formula": "C33H27ClN5NbO9", "method": "ωB97M-V with the def2-TZVPD basis set", "total_charge": 2, "species": ["Nb", "O", "C", "C", "C", "C", "C", "C", "C", "O", "N", "N", "C", "C", "C", "C", "C", "C", "N", "H", "H", "H", "H", "H", "H", "H", "H", "H", "H", "C", "C", "C", "C", "Cl", "C", "C", "C", "O", "C", "C", "O", "O", "H", "H", "H", "H", "H", "H", "H", "H", "N", "C", "C", "C", "N", "H", "H", "H", "H", "O", "C", "O", "C", "C", "C", "C", "O", "C", "O", "C", "C", "H", "H", "H", "H", "H"], "positions_angstrom": [[-11.2574, -2.1501, 19.0200], [-8.0621, -5.8081, 21.0733], [-9.0915, -6.6272, 21.1710], [-9.0070, -8.0142, 21.4166], [-10.1789, -8.7393, 21.6040], [-11.4515, -8.1184, 21.4895], [-11.5184, -6.8014, 21.1424], [-10.3560, -6.0580, 20.8704], [-10.4983, -4.6616, 20.3371], [-11.6325, -4.1109, 19.9493], [-9.3691, -3.9446, 20.3673], [-9.4820, -2.6005, 19.9266], [-8.4889, -1.7207, 20.0884], [-8.6037, -0.4912, 19.3820], [-7.5747, 0.4049, 19.2154], [-7.8032, 1.5715, 18.5657], [-9.0881, 1.8233, 17.9938], [-10.1252, 0.9150, 18.1333], [-9.8827, -0.2782, 18.8523], [-8.4705, -4.7979, 20.6510], [-8.0009, -8.4145, 21.7119], [-10.1272, -9.8340, 21.8608], [-12.3359, -8.7145, 21.7574], [-12.5081, -6.3868, 20.9906], [-7.5812, -1.9734, 20.6557], [-6.5946, 0.1621, 19.6816], [-6.9802, 2.2773, 18.4679], [-9.2044, 2.7574, 17.4247], [-11.1251, 0.9493, 17.6856], [-6.5042, -2.6784, 14.7097], [-7.1909, -2.0638, 13.5123], [-6.5027, -2.0002, 12.2951], [-7.0640, -1.4050, 11.1784], [-6.0556, -1.2367, 9.8330], [-8.3504, -0.9122, 11.2082], [-9.0059, -0.9125, 12.4240], [-8.4381, -1.4921, 13.6111], [-9.1614, -1.4320, 14.7988], [-10.0804, -2.4605, 15.0212], [-10.6182, -2.3811, 16.4734], [-11.2897, -1.3791, 16.8793], [-10.2787, -3.2657, 17.3252], [-5.5462, -2.2309, 14.9126], [-6.3204, -3.7149, 14.6168], [-7.1807, -2.5127, 15.5721], [-5.5360, -2.4872, 12.3007], [-8.8240, -0.5028, 10.2780], [-10.0422, -0.5123, 12.4964], [-9.5367, -3.4298, 15.0335], [-10.9002, -2.4572, 14.3097], [-14.1181, -2.3412, 17.2476], [-15.4650, -2.5685, 17.2368], [-15.7300, -3.5858, 18.1656], [-14.5019, -3.7907, 18.8309], [-13.4852, -3.0988, 18.2433], [-13.5510, -1.5542, 16.9085], [-16.1077, -2.0536, 16.4981], [-16.6647, -4.1556, 18.3276], [-14.4350, -4.5103, 19.6701], [-12.1170, -1.5103, 20.9207], [-12.8052, -0.6668, 20.3071], [-12.6201, -0.3525, 19.0729], [-13.9991, -0.0952, 21.0273], [-14.0198, -0.1015, 22.4342], [-15.0544, 0.5323, 23.1142], [-16.0847, 1.0372, 22.3231], [-17.1766, 1.6956, 22.7698], [-17.6927, 2.3775, 21.6332], [-16.9073, 1.9917, 20.4864], [-15.9899, 1.0757, 20.9349], [-14.9338, 0.5315, 20.2400], [-13.2761, -0.6132, 23.0424], [-15.0186, 0.6522, 24.1698], [-17.4731, 3.4922, 21.7731], [-18.7768, 2.1438, 21.4736], [-14.8674, 0.5862, 19.1591]]}

=====

No. 3
{"formula": "C33H28Br2N2O2PPd", "method": "ωB97M-V with the def2-TZVPD basis set", "total_charge": 3, "spin_multiplicity": 5, "species": ["Pd", "Br", "C", "C", "C", "Br", "C", "C", "C", "C", "N", "C", "C", "O", "H", "H", "H", "H", "C", "C", "C", "C", "C", "O", "C", "N", "C", "C", "C", "C", "C", "C", "P", "C", "C", "C", "C", "C", "C", "C", "C", "C", "C", "C", "C", "H", "H", "H", "H", "H", "H", "H", "H", "H", "H", "H", "H", "H", "H", "H", "H", "H", "H", "H", "H", "H", "H", "H", "H"], "positions_angstrom": [[0.0677, -0.0121, 0.3206], [0.7746, 5.0652, -0.1381], [2.1755, 3.8145, -0.0600], [3.4992, 4.2234, -0.0147], [4.5432, 3.3094, 0.0304], [6.3156, 3.9454, 0.0823], [4.2714, 1.9036, 0.0873], [5.2559, 0.9044, 0.1516], [4.8701, -0.4100, 0.3041], [3.5085, -0.7294, 0.3586], [2.5642, 0.1904, 0.2540], [2.9203, 1.4820, 0.1094], [1.8229, 2.4264, -0.0360], [0.6400, 2.0135, -0.1385], [3.7150, 5.2833, -0.0087], [6.2995, 1.1769, 0.0862], [5.6096, -1.1915, 0.3843], [3.1823, -1.7553, 0.4844], [-2.1448, 2.0116, 1.6514], [-2.3464, 2.3784, 0.1791], [-3.2455, 3.5925, -0.0185], [-2.8927, 1.1594, -0.6046], [-4.3864, 0.8570, -0.3563], [-4.4123, -0.5273, -0.0539], [-3.1741, -0.9711, 0.0204], [-2.2477, -0.1019, -0.2610], [-3.0198, -2.3693, 0.4039], [-4.1871, -3.0443, 0.7779], [-4.1567, -4.3767, 1.1477], [-2.9510, -5.0582, 1.1631], [-1.7772, -4.4044, 0.8225], [-1.7960, -3.0716, 0.4091], [-0.2463, -2.3194, -0.1676], [1.0693, -3.5329, 0.1443], [1.6000, -3.6456, 1.4354], [2.5218, -4.6395, 1.7092], [2.9328, -5.4971, 0.6951], [2.4113, -5.3784, -0.5871], [1.4946, -4.3842, -0.8787], [-0.3667, -2.1706, -1.9694], [0.5452, -1.2864, -2.5678], [0.5477, -1.1162, -3.9383], [-0.3420, -1.8427, -4.7242], [-1.2412, -2.7230, -4.1329], [-1.2649, -2.8868, -2.7575], [-1.8493, 2.8876, 2.2230], [-1.3458, 1.2376, 1.7738], [-3.0680, 1.6205, 2.0787], [-1.3685, 2.6566, -0.2405], [-4.2517, 3.4268, 0.3596], [-3.3324, 3.8503, -1.0727], [-2.8224, 4.4492, 0.5009], [-2.7016, 1.3469, -1.6708], [-5.0373, 1.0445, -1.2128], [-4.7937, 1.3893, 0.5105], [-5.1232, -2.5068, 0.7862], [-5.0710, -4.8687, 1.4408], [-2.9191, -6.0993, 1.4430], [-0.8500, -4.9553, 0.8574], [1.2747, -2.9671, 2.2152], [2.9292, -4.7509, 2.7006], [3.6730, -6.2535, 0.9040], [2.7113, -6.0715, -1.3575], [1.0770, -4.2925, -1.8695], [1.2726, -0.7647, -1.9369], [1.2348, -0.4296, -4.4082], [-0.3359, -1.7188, -5.7962], [-1.9234, -3.2885, -4.7488], [-1.9628, -3.5721, -2.2999]]}

=====

| no. | total energy (Eh) |
| --- | --- |
| 1 | -2773.15578 |
| 2 | -2741.31485 |
| 3 | -7150.51804 |